[1]
Here is a molecular structure, C4H8N4 at a distorted geometry from OMol25. Energies are from ωB97M-V with the def2-TZVPD basis set.

Positions of all 16 atoms, in Å:
C (0.23624, -0.56518, 0.67350)
C (1.52339, -0.82875, 0.23490)
C (1.45745, -0.15464, -0.96826)
C (0.27383, 0.40379, -1.02482)
H (-1.64229, -1.56870, 1.67716)
H (0.55525, -2.40506, 2.18486)
H (2.28009, -1.47805, 0.59675)
H (1.90765, -0.03283, -2.05119)
H (0.56627, 1.81725, -1.99467)
H (-0.74344, 0.98142, -2.63002)
H (-1.79506, -0.15745, 1.63997)
H (-1.64316, 1.87414, 1.18667)
N (-0.35841, -1.16236, 1.99925)
N (-0.27959, 1.40150, -1.85726)
N (-0.54735, 0.20375, 0.12548)
N (-1.73333, 0.67681, 0.57520)

Summary:
LUMO in eV: -0.39
Gap between HOMO and LUMO in eV: 7.06

[2]
Here is C4H8N4 in the gas phase at a distorted geometry from OMol25. Energies are from ωB97M-V with the def2-TZVPD basis set.

Positions of all 16 atoms, in Å:
C (-1.08287, -0.35097, -0.21192)
C (1.75808, -0.00081, 0.49092)
C (0.47577, 0.88074, 0.39556)
C (-0.36783, 0.79828, -0.81310)
H (-2.88411, 0.20741, 0.56499)
H (-0.51282, -2.06318, 0.35140)
H (1.59941, -1.13246, -1.09074)
H (1.82318, -0.25141, 1.66719)
H (2.85983, 0.16998, -0.15036)
H (-0.08347, 0.64620, 1.40220)
H (-0.62820, 2.28136, 0.72936)
H (0.32743, 0.67059, -1.63221)
N (-2.27338, -0.57853, 0.36889)
N (-0.04086, -1.41587, -0.18189)
N (1.25325, -1.19609, -0.17916)
N (0.03240, 1.97736, -0.15220)

Summary:
LUMO in eV: 0.62
SMILES: [H]/N=C1/NNC[C@H]2N[C@H]12
Gap between HOMO and LUMO in eV: 9.53

[3]
Here is C4H8N4 in the gas phase at a distorted geometry from OMol25. Energies are from ωB97M-V with the def2-TZVPD basis set.

Positions of all 16 atoms, in Å:
C (2.36146, -0.06878, 0.08912)
C (-1.31161, 0.72593, -0.39103)
C (-0.26524, -1.29837, 0.55000)
N (-0.97414, 1.84838, 0.25772)
C (0.05684, -0.28618, -0.45797)
N (0.97866, -0.04782, 0.52181)
N (-2.42052, 0.42937, -0.93058)
N (-1.16973, -2.10172, 0.66312)
H (-1.66078, 2.58865, 0.27740)
H (-0.07206, 1.75959, 0.74310)
H (-2.40818, -0.50602, -1.34501)
H (-1.63271, -2.24579, 1.56086)
H (0.27655, -0.62923, -1.46808)
H (2.50963, 0.48040, -0.85373)
H (2.75219, -1.08507, -0.05272)
H (2.97963, 0.43667, 0.83600)

Summary:
LUMO (alpha / beta) in eV: 0.52 / 0.52
SMILES: [H]/N=C1/[C@@H](/C(N)=N\[H])N1C
Gap between HOMO and LUMO (alpha / beta) in eV: 8.48 / 8.48

Energy relative to the best compared isomer or geometry (same formula, charge and spin) per entry: 1059.8, 702.1, 485.2 kJ/mol
Calculated total energy per entry: -375.8448, -375.9810, -376.0637 Ha